1.
Here is C13H19B3N2O14S as an isolated structure in a non-equilibrium geometry from the Open Molecules 2025 dataset. Energies are from ωB97M-V/def2-TZVPD.

The geometry in XYZ format:
```
52
Properties=species:S:1:pos:R:3
N 2.597 -3.529 2.393
C 3.405 -2.801 2.019
O 4.182 -1.787 1.679
B 4.510 -1.840 0.316
O 5.646 -1.210 -0.167
B 5.147 -0.151 -0.944
S 5.672 1.512 -0.460
O 4.264 -0.483 -1.968
B 3.366 -1.488 -1.589
C 1.903 -1.557 -2.186
C 0.862 -1.858 -1.086
C 0.679 -0.700 -0.107
N 0.176 0.556 -0.535
O 0.943 -0.866 1.061
O 3.708 -2.463 -0.622
H 4.929 2.374 -1.183
H 1.913 -2.405 -2.889
H 1.675 -0.656 -2.763
H 1.096 -2.764 -0.525
H -0.115 -2.048 -1.579
H 0.248 0.623 -1.546
H -0.810 0.639 -0.313
C -4.784 -0.145 -0.799
C -5.047 -1.596 -1.127
O -3.912 -1.944 -1.931
C -2.911 -1.095 -1.618
O -1.780 -1.217 -1.981
O -3.347 -0.087 -0.835
H -5.159 0.147 0.175
H -5.178 0.527 -1.545
H -5.058 -2.235 -0.240
H -5.972 -1.744 -1.678
C -8.209 3.451 -3.076
C -8.589 4.252 -1.853
O -7.984 3.502 -0.795
C -6.962 2.791 -1.321
O -6.154 2.194 -0.683
O -6.976 2.845 -2.674
H -8.067 4.067 -3.960
H -8.931 2.664 -3.303
H -8.162 5.257 -1.860
H -9.664 4.325 -1.710
C 5.967 -0.936 4.823
C 6.683 -0.409 3.603
O 7.369 0.736 4.114
C 7.534 0.560 5.450
O 8.210 1.247 6.141
O 6.823 -0.511 5.887
H 5.862 -2.018 4.819
H 4.982 -0.485 4.958
H 7.419 -1.114 3.211
H 6.002 -0.127 2.803
```

Calculated values
- HOMO level: -9.44 eV
- LUMO energy: 0.2 eV
- Orbital gap: 9.61 eV
- Charge: 0

***

2.
Here is a 4-piece molecular cluster, C28H42Br2ClF6NO11PS overall in a non-equilibrium geometry from the Open Molecules 2025 dataset. Energies are from ωB97M-V/def2-TZVPD.

The geometry in XYZ format:
```
93
Properties=species:S:1:pos:R:3
C -4.946 0.669 0.753
C -5.366 -0.236 2.000
C -4.115 -1.022 2.589
O -3.466 -0.172 3.560
C -2.065 -0.428 3.604
C -1.300 0.222 2.391
C -0.682 -0.600 1.312
C -0.826 -2.154 1.457
O -0.062 -2.695 2.197
O -1.814 -2.821 0.759
C 0.021 -0.013 0.156
S 0.768 -0.979 -1.176
O 0.333 -0.542 -2.502
O 0.517 -2.413 -1.082
C 2.647 -0.764 -1.121
F 2.946 0.080 -0.078
F 3.125 -0.267 -2.280
F 3.239 -1.959 -0.900
C 0.108 1.463 0.122
C 0.788 2.270 -1.050
C -0.393 2.738 -2.009
C 0.066 3.150 -3.448
F 0.546 4.470 -3.492
Br 1.318 1.914 -4.306
C -1.270 3.157 -4.351
F -2.291 3.857 -3.756
F -1.022 3.717 -5.579
Br -1.834 1.282 -4.724
N -0.453 2.238 1.133
Cl -0.358 3.956 1.116
C -1.134 1.681 2.230
C -1.773 2.627 3.300
P -3.340 3.452 2.653
O -4.491 2.672 3.171
O -3.437 3.476 1.000
O -3.452 5.031 3.221
H -3.830 0.781 0.684
H -5.383 1.687 0.936
H -5.402 0.283 -0.202
H -5.749 0.426 2.827
H -6.197 -0.939 1.705
H -3.468 -1.267 1.703
H -4.485 -1.977 3.069
H -1.706 0.073 4.551
H -1.837 -1.528 3.720
H -1.575 -2.803 -0.199
H 1.399 3.134 -0.660
H 1.515 1.570 -1.529
H -1.172 1.927 -1.993
H -0.858 3.644 -1.522
H -2.080 2.057 4.215
H -1.054 3.422 3.655
H -3.742 4.351 0.678
H -2.617 5.160 3.721
C 3.043 -3.711 2.818
C 3.752 -4.146 1.549
C 5.058 -4.697 2.094
O 4.774 -5.219 3.397
C 3.470 -4.787 3.800
H 1.961 -3.636 2.713
H 3.424 -2.737 3.141
H 3.183 -4.944 1.062
H 3.896 -3.343 0.828
H 5.808 -3.906 2.205
H 5.476 -5.486 1.466
H 2.800 -5.653 3.755
H 3.504 -4.427 4.830
C -0.661 -5.482 -1.838
C -1.592 -6.670 -1.991
C -2.957 -6.014 -1.889
O -2.817 -4.686 -2.413
C -1.424 -4.391 -2.568
H 0.336 -5.649 -2.245
H -0.559 -5.224 -0.779
H -1.464 -7.116 -2.981
H -1.437 -7.449 -1.244
H -3.283 -5.933 -0.847
H -3.724 -6.550 -2.452
H -1.196 -4.396 -3.639
H -1.214 -3.396 -2.174
C 3.652 6.538 -2.133
C 4.287 5.744 -3.258
C 5.110 4.723 -2.496
O 4.419 4.473 -1.261
C 3.396 5.461 -1.094
H 2.746 7.070 -2.426
H 4.366 7.270 -1.745
H 3.510 5.239 -3.839
H 4.884 6.349 -3.939
H 6.103 5.113 -2.253
H 5.229 3.787 -3.046
H 2.426 4.973 -1.261
H 3.422 5.847 -0.073
```

Calculated values
- HOMO level: -11.02 eV
- LUMO energy: -5.5 eV
- Orbital gap: 5.52 eV
- Charge: +1

***

3.
Here is a 2-piece molecular cluster, C12H17N overall in a non-equilibrium geometry from the Open Molecules 2025 dataset. Energies are from ωB97M-V/def2-TZVPD.

The geometry in XYZ format:
```
30
Properties=species:S:1:pos:R:3
C 3.179 2.847 -0.587
C 2.843 1.477 -0.359
C 3.034 0.615 0.769
N 2.321 -0.568 0.681
C 1.804 -0.690 -0.545
C 1.237 -1.701 -1.139
C 0.569 -1.452 -2.317
C 0.489 -0.186 -2.896
C 1.275 0.772 -2.353
C 2.002 0.610 -1.174
H 4.275 2.764 -0.994
H 2.899 3.545 0.286
H 2.623 3.395 -1.323
H 3.655 0.921 1.626
H 2.472 -1.408 1.336
H 1.261 -2.594 -0.559
H -0.086 -2.155 -2.798
H -0.180 -0.127 -3.758
H 1.334 1.653 -2.895
C -2.714 0.281 1.916
C -2.889 -1.129 1.477
C -4.379 -1.412 1.812
H -3.524 0.704 2.530
H -2.723 0.909 1.074
H -1.717 0.498 2.385
H -2.744 -1.240 0.364
H -2.098 -1.761 1.921
H -4.774 -0.868 2.621
H -4.955 -1.266 0.820
H -4.493 -2.435 2.078
```

Calculated values
- HOMO level: -7.58 eV
- SMILES: Cc1c[nH]c2ccccc12.CCC
- LUMO energy: 0.8 eV
- Energy relative to the best compared isomer or geometry (same formula, charge and spin): 61.3 kcal/mol
- Orbital gap: 8.40 eV
- Charge: 0

***

4.
Here is C4H6N2 in the gas phase in a non-equilibrium geometry from the Open Molecules 2025 dataset. Energies are from ωB97M-V/def2-TZVPD.

The geometry in XYZ format:
```
12
Properties=species:S:1:pos:R:3
C -1.747 -0.378 0.064
C -0.510 0.450 -0.502
C 0.481 1.275 0.075
N 1.584 0.459 0.205
C 1.268 -0.752 -0.328
N 0.107 -0.736 -0.870
H -2.147 0.159 0.904
H -1.449 -1.387 0.458
H -2.455 -0.606 -0.729
H 0.603 2.323 0.363
H 2.498 0.687 0.555
H 1.836 -1.655 -0.202
```

Calculated values
- HOMO level: -8.23 eV
- SMILES: Cc1c[nH]cn1
- LUMO energy: 0.9 eV
- Energy relative to the best compared isomer or geometry (same formula, charge and spin): 62.0 kcal/mol
- Orbital gap: 9.13 eV
- Charge: 0

***

5.
Here is an isolated ion of composition C7H11BrN and charge +1 from the Open Molecules 2025 dataset. Energies are from ωB97M-V/def2-TZVPD.

The geometry in XYZ format:
```
20
Properties=species:S:1:pos:R:3
C 1.254 -0.361 1.708
C 0.936 -0.346 0.203
C 1.230 1.029 -0.317
C 0.276 1.952 -0.459
C -1.111 1.636 -0.214
C -1.489 0.373 0.005
Br -3.331 -0.163 0.194
C -0.523 -0.775 -0.013
N -0.704 -1.472 -1.355
H 0.593 0.320 2.237
H 2.278 -0.042 1.875
H 1.135 -1.360 2.118
H 1.595 -1.074 -0.282
H 2.268 1.268 -0.478
H 0.512 2.960 -0.758
H -1.833 2.437 -0.218
H -0.802 -1.511 0.747
H -0.178 -2.352 -1.404
H -0.396 -0.851 -2.113
H -1.711 -1.666 -1.478
```

Calculated values
- HOMO level: -12.71 eV
- SMILES: C[C@@H]1C=CC=C(Br)[C@H]1[NH3+]
- LUMO energy: -3.7 eV
- Energy relative to the best compared isomer or geometry (same formula, charge and spin): 0.0 kcal/mol
- Orbital gap: 8.98 eV
- Charge: +1

***

6.
Here is a 2-piece molecular cluster, C6H14 overall from the Open Molecules 2025 dataset. Energies are from ωB97M-V/def2-TZVPD.

The geometry in XYZ format:
```
20
Properties=species:S:1:pos:R:3
C -1.661 1.092 -0.267
C -0.687 0.185 -0.240
C -0.939 -1.250 -0.631
C 0.739 0.595 0.088
C 1.462 -0.329 1.077
C 1.530 0.711 -1.220
H -1.477 2.133 -0.005
H -2.678 0.833 -0.557
H -0.538 -1.458 -1.632
H -2.011 -1.472 -0.648
H -0.462 -1.954 0.060
H 0.688 1.592 0.545
H 1.602 -1.336 0.667
H 0.923 -0.420 2.027
H 2.459 0.071 1.295
H 1.004 1.369 -1.920
H 2.533 1.114 -1.046
H 1.639 -0.271 -1.696
H -2.334 -0.390 1.901
H -1.881 -0.808 2.315
```

Calculated values
- HOMO level: -9.22 eV
- SMILES: C=C(C)C(C)C.[H][H]
- LUMO energy: 1.2 eV
- Energy relative to the best compared isomer or geometry (same formula, charge and spin): 37.3 kcal/mol
- Orbital gap: 10.37 eV
- Charge: 0